Record 1
ORCA calculation (ωB97M-V/def2-TZVPD) on a molecular structure, C15H21F5IO3P2Yb in a non-equilibrium geometry.

Output
Expectation value of S²: 0.7510
Net charge: +2
HOMO-LUMO gap (spin up / spin down) (eV): 6.14 / 5.42
Spin multiplicity: 2
E_HOMO (spin up / spin down) (eV): -13.79 / -13.79
ΔE to the lowest compared entry with this formula, charge and spin (kcal/mol): 0.0

```
48
Properties=species:S:1:pos:R:3:nbo_charge:R:1
Yb -0.088 -1.072 -0.612 1.602
I 0.068 -2.239 -3.490 0.056
P -2.549 0.358 -0.533 0.801
P 2.484 0.156 -0.418 0.818
F 1.134 -3.719 5.519 -0.267
F 1.238 -3.592 2.781 -0.305
F -1.212 0.359 5.641 -0.272
F -1.148 0.546 2.883 -0.319
F -0.113 -1.727 6.937 -0.259
O -0.026 -1.511 1.448 -0.875
O 0.112 2.540 0.061 -0.416
O -0.053 0.748 -3.824 -0.468
C -3.025 -1.236 0.270 -0.927
C 0.054 1.419 -0.232 0.454
C -0.620 -0.540 3.526 0.266
C 2.989 -1.428 0.338 -0.941
C -0.014 -0.212 -4.566 0.603
C -3.572 1.491 0.463 -0.914
C -0.012 -0.192 -6.074 -0.750
C -0.662 -0.625 4.905 0.287
C 3.515 0.094 -1.917 -0.927
C -0.038 -1.577 2.750 0.181
C 0.590 -2.624 3.479 0.316
C 3.413 1.321 0.639 -0.918
C 0.537 -2.702 4.859 0.281
C -0.073 -1.689 5.592 0.296
C -3.570 0.202 -2.041 -0.919
H -4.591 -0.080 -1.744 0.257
H -3.136 -0.576 -2.691 0.233
H -2.535 -2.115 -0.194 0.205
H 2.632 -2.293 -0.239 0.229
H 0.885 -0.696 -6.465 0.286
H -3.581 1.159 -2.582 0.264
H -3.280 1.415 1.519 0.273
H 3.233 2.356 0.310 0.264
H -0.911 -0.693 -6.464 0.288
H -3.416 2.528 0.137 0.267
H -0.010 0.850 -6.428 0.292
H 4.495 1.121 0.614 0.273
H -2.773 -1.211 1.341 0.276
H 3.511 1.070 -2.415 0.262
H 3.106 -0.647 -2.617 0.237
H 3.058 1.233 1.676 0.265
H 4.542 -0.182 -1.653 0.263
H -4.114 -1.354 0.152 0.275
H -4.635 1.240 0.362 0.266
H 2.595 -1.526 1.354 0.270
H 4.083 -1.466 0.368 0.270
```

---

Record 2
ORCA calculation (ωB97M-V/def2-TZVPD) on a molecular structure, C55H133N9O17Y in a non-equilibrium geometry.

Output
Expectation value of S²: 0.7550
Net charge: +2
HOMO-LUMO gap (spin up / spin down) (eV): 5.51 / 4.06
Spin multiplicity: 2
E_HOMO (spin up / spin down) (eV): -11.21 / -11.21

```
215
Properties=species:S:1:pos:R:3:mulliken_charge:R:1
Y -0.211 -2.135 -3.460 0.254
O 6.067 3.038 4.566 -0.407
O 0.877 -3.708 2.076 -0.285
O 4.094 -2.621 -1.362 -0.391
O 2.116 1.187 4.087 -0.398
O -1.407 -1.297 -7.910 -0.318
O -0.679 4.695 2.166 -0.556
O -4.066 2.159 5.685 0.028
O -5.575 4.290 -0.627 -0.188
O 0.762 -3.376 -5.210 0.025
O -1.780 -0.640 4.365 0.314
O -4.731 -0.612 1.603 0.040
O -1.800 -0.538 -2.426 -0.919
O -3.303 -3.511 -6.685 -0.249
O 4.026 -6.355 -0.249 -0.348
O 1.262 -0.522 -4.360 1.341
O -0.172 -1.130 -1.300 0.230
O -0.468 5.699 6.364 -0.498
N -5.673 1.789 3.109 -0.421
N 2.153 0.634 -4.480 -0.318
N -3.521 -2.798 6.879 -0.697
N 1.269 5.850 4.116 -0.345
N -1.818 -1.755 -5.227 1.565
N 2.259 -6.450 2.199 -0.396
N 4.832 0.233 2.473 -0.303
N -3.966 1.922 -3.035 -0.728
N 1.862 -3.028 -2.622 2.963
C -4.037 -2.626 -5.846 -1.105
C 2.005 1.638 -3.339 1.311
C -2.865 -1.394 4.941 -0.217
C -2.434 -2.182 6.183 0.266
C -3.138 -2.171 -4.708 -0.808
C -1.908 -0.394 -5.740 -0.509
C -1.169 -0.414 -1.331 0.283
C -3.928 2.093 7.060 -0.942
C 2.962 -2.549 -0.528 0.372
C -2.100 0.050 3.183 2.008
C -1.075 -0.253 -6.977 -0.380
C -5.558 0.344 0.987 -1.123
C 0.884 5.363 6.565 -0.777
C 1.644 5.011 5.251 0.296
C 2.293 0.293 2.974 0.946
C -1.185 -3.105 6.098 -1.262
C -4.049 -4.060 -7.719 -0.921
C -2.974 3.843 -2.032 -1.173
C 6.055 4.408 4.356 -0.456
C 4.424 -0.705 -4.166 -0.810
C -5.352 1.745 1.682 0.114
C 2.070 -3.827 -4.886 -1.034
C 5.314 2.416 3.565 0.155
C -5.488 3.442 -1.782 -1.206
C 2.356 1.028 -1.924 -1.344
C -5.222 3.067 3.717 -0.054
C -5.151 3.007 5.249 -1.033
C -5.012 -1.998 1.305 -0.991
C 4.317 1.609 -5.318 -1.080
C 1.103 -4.404 3.292 -0.415
C 3.488 0.635 2.034 0.035
C 4.382 2.543 -4.075 -0.619
C 1.893 -3.379 -1.206 -1.406
C 0.464 -3.745 -6.607 -0.900
C 0.022 -2.561 2.185 0.273
C 0.604 4.159 2.415 0.702
C 4.525 -6.338 1.065 -0.156
C -4.077 2.781 -1.860 2.690
C 0.980 0.879 4.944 -0.260
C 5.234 -1.823 -0.999 -0.863
C 3.597 -7.095 2.057 -1.031
C 0.517 2.185 -3.403 -1.474
C 2.929 2.869 -3.732 -1.413
C 2.235 -4.190 -3.432 -0.224
C -6.437 5.428 -0.816 -0.933
C 3.200 -0.227 -6.455 -1.750
C 5.289 0.872 3.748 -0.818
C -1.604 3.713 1.848 0.067
C -0.853 -1.197 -9.219 -0.913
C -1.381 4.629 5.885 -0.040
C 1.589 5.272 2.831 -1.308
C 3.496 0.250 -5.031 1.016
C -1.580 0.525 -0.283 2.691
C 4.937 -5.872 -1.249 -0.551
C 2.340 -5.224 3.019 -0.681
H -4.366 3.532 3.228 -0.138
H 2.645 -1.510 -0.444 -0.779
H -6.066 3.727 3.516 0.500
H 5.443 -0.719 -4.552 0.481
H -2.880 0.807 3.266 -0.848
H -2.147 -1.441 6.928 0.208
H -4.864 2.008 7.612 0.346
H 0.524 3.313 3.097 -0.142
H -6.265 2.680 -1.721 0.326
H 1.135 -3.241 -7.303 0.392
H -4.769 1.336 -3.217 0.306
H 4.665 0.609 4.602 0.237
H 0.168 1.508 4.581 -0.140
H -2.625 0.263 -0.117 -0.111
H -1.191 0.723 -7.448 0.701
H 1.876 -6.274 1.281 0.276
H -5.073 4.024 5.633 0.500
H 1.368 -3.813 4.168 0.274
H -2.931 -0.098 -5.973 0.647
H 5.026 -0.765 -1.156 0.109
H 5.277 -4.862 -1.024 0.114
H -4.733 -4.816 -7.334 0.318
H -5.975 2.506 1.214 0.574
H -2.356 -0.632 2.372 -0.065
H 4.681 -5.320 1.423 0.208
H -0.708 -3.410 7.030 0.424
H 5.482 -1.944 0.056 0.346
H 3.036 -2.890 0.505 0.911
H -1.667 2.995 2.665 -0.140
H 5.483 -6.858 1.088 0.447
H 1.372 0.398 2.400 -0.730
H 0.421 3.047 -2.741 0.594
H -1.426 -4.087 5.692 0.345
H 5.343 1.325 -5.554 0.484
H 1.246 1.141 5.968 0.425
H -3.628 -0.713 5.320 -0.092
H -1.063 4.280 4.902 0.006
H -6.121 6.043 -1.659 0.370
H 4.923 2.091 -3.243 0.313
H 3.433 1.692 1.776 0.445
H 5.043 4.799 4.458 0.039
H 2.089 -0.022 -1.805 -0.531
H 2.758 -3.044 -5.202 0.145
H 6.732 4.798 5.117 0.275
H 2.683 -5.552 4.000 0.468
H 0.236 2.545 -4.392 0.558
H -1.020 -2.071 -9.848 0.303
H 4.023 -1.715 -4.078 -0.260
H -0.271 1.515 -3.059 -0.193
H 6.120 -2.111 -1.565 0.355
H 0.510 -4.826 -6.733 0.431
H -0.576 -3.625 -6.909 0.027
H 6.299 0.512 3.940 0.452
H 4.430 -5.810 -2.212 0.146
H 1.429 3.962 5.048 -0.149
H -1.238 0.649 2.888 -0.957
H -4.932 -2.311 0.264 0.326
H 4.103 -0.587 -6.947 0.428
H 0.189 -4.964 3.489 0.309
H -6.383 6.005 0.107 0.237
H -3.187 1.356 -2.732 -0.092
H -2.356 5.115 5.868 0.134
H -3.349 -3.063 7.838 0.290
H -3.886 2.165 -0.981 -1.230
H -3.119 4.449 -2.926 0.411
H 0.969 3.821 1.445 0.217
H -4.384 -2.677 1.881 0.223
H 3.967 2.253 -6.125 0.313
H -6.594 0.047 1.147 0.669
H 5.504 0.404 1.738 0.305
H -3.388 -4.625 -8.376 0.253
H 2.037 -4.452 -1.075 0.738
H -4.897 -3.079 -5.352 0.586
H -6.055 2.614 5.712 0.404
H 2.676 0.535 -7.034 0.468
H 1.693 -5.126 -3.296 0.614
H -4.305 2.048 1.642 -0.332
H -1.225 -0.318 -9.747 0.363
H -3.732 -3.695 6.466 0.263
H -3.451 3.037 7.323 0.350
H 2.563 -1.111 -6.478 0.003
H -0.934 0.449 0.592 -1.210
H -0.020 -0.401 -6.743 -0.283
H 2.717 5.083 5.427 0.169
H -0.378 -2.635 5.538 -0.030
H -7.458 5.135 -1.060 0.348
H 3.176 -4.608 2.687 0.198
H -0.044 -1.931 1.298 -0.247
H 1.544 6.062 2.081 0.492
H 5.792 -6.535 -1.379 0.501
H -3.645 -1.347 -4.206 0.246
H 2.351 -4.721 -5.443 0.644
H 5.629 2.621 2.542 0.350
H -1.416 3.737 6.511 0.213
H -1.531 1.527 -0.710 -0.996
H -5.134 1.050 3.537 0.203
H -5.265 0.401 -0.062 0.326
H 0.288 -1.932 3.035 -0.261
H 1.815 1.593 -1.165 0.495
H -5.668 4.049 -2.669 0.589
H 0.942 -3.149 -0.725 -0.032
H -1.856 -2.265 -6.099 -0.333
H 3.989 -7.314 3.050 0.412
H -4.342 -1.731 -6.390 0.367
H 0.818 4.506 7.235 0.320
H 3.428 1.112 -1.745 0.509
H 2.393 3.303 -4.577 0.449
H -2.594 4.167 1.795 0.241
H -3.070 -2.971 -3.970 0.684
H 2.758 -2.565 -2.578 -1.606
H 4.959 3.434 -4.324 0.479
H -1.639 0.250 -4.902 -0.245
H -4.526 -3.240 -8.256 0.385
H -6.026 -2.182 1.659 0.371
H 3.358 0.149 1.067 -0.855
H -3.197 1.367 7.416 0.202
H 3.278 -4.432 -3.229 0.038
H -0.991 -2.890 2.416 0.506
H 4.307 2.828 3.643 -0.050
H 2.884 3.564 -2.894 0.451
H 2.420 -0.734 3.316 0.541
H -3.253 -2.080 4.188 0.172
H 0.668 -0.163 4.870 0.009
H 0.276 5.978 4.255 0.337
H 6.354 4.687 3.345 0.315
H -1.449 3.295 0.853 0.080
H 4.404 -0.211 -3.194 0.061
H 0.235 -1.216 -9.165 0.287
H -1.985 3.387 -1.990 -0.198
H 3.344 -8.057 1.612 0.385
H 1.328 6.217 7.076 0.330
H 2.620 4.921 2.790 0.246
H -3.032 4.551 -1.205 0.352
```

---

Record 3
ORCA calculation (ωB97M-V/def2-TZVPD) on C25H26ClNO3 in the gas phase.

Output
SMILES: COc1ccccc1[C@@H](CC(=O)Nc1ccc(Cl)cc1)c1ccc(OC(C)C)cc1
HOMO-LUMO gap (eV): 8.89
Spin multiplicity: 1
E_HOMO (eV): -8.22

```
56
Properties=species:S:1:pos:R:3:nbo_charge:R:1
Cl 7.475 2.038 -0.815 -0.001
O 2.198 -2.233 0.075 -0.602
O -2.073 3.838 -0.282 -0.502
O -0.795 -4.275 1.121 -0.514
N 2.476 -0.305 1.258 -0.628
C 4.411 -0.448 -0.239 -0.263
C -0.569 -1.983 -1.672 -0.134
C -0.465 -2.843 -2.754 -0.249
C -3.355 4.414 -0.066 0.103
C 0.532 -1.662 1.700 -0.483
C 6.009 1.338 -0.222 -0.065
C -0.659 -3.854 -0.176 0.312
C 5.581 0.115 -0.713 -0.198
C 3.661 0.211 0.733 0.227
C -0.229 0.742 -0.101 -0.211
C -3.150 5.925 -0.093 -0.613
C 4.103 1.443 1.214 -0.256
C -2.359 0.353 0.883 -0.189
C -0.653 -2.463 -0.379 -0.067
C -2.734 1.661 0.629 -0.265
C -0.550 -4.713 -1.259 -0.290
C -1.110 -0.135 0.527 -0.055
C 5.272 2.007 0.742 -0.215
C -1.847 2.530 0.005 0.300
C -0.782 -5.655 1.385 -0.248
C -0.586 2.048 -0.354 -0.245
C -4.343 3.973 -1.146 -0.636
C -0.446 -4.205 -2.544 -0.194
C -0.754 -1.566 0.837 -0.239
C 1.806 -1.450 0.910 0.681
H -4.095 6.433 0.077 0.211
H 0.746 0.400 -0.411 0.219
H 3.525 1.965 1.964 0.210
H -0.356 -4.887 -3.377 0.211
H -2.443 6.220 0.678 0.218
H -3.728 4.123 0.927 0.168
H 0.164 -6.114 1.080 0.180
H 4.072 -1.397 -0.619 0.264
H -3.068 -0.304 1.368 0.209
H 0.100 2.725 -0.840 0.224
H 0.573 -2.677 2.098 0.256
H -1.613 -6.169 0.891 0.177
H 5.610 2.960 1.118 0.228
H -1.556 -1.980 1.461 0.231
H -5.319 4.412 -0.958 0.213
H -0.540 -5.782 -1.117 0.214
H 6.160 -0.397 -1.465 0.227
H 0.453 -0.958 2.530 0.205
H -0.394 -2.442 -3.754 0.211
H 2.031 0.292 1.941 0.401
H -0.895 -5.749 2.465 0.197
H -2.752 6.223 -1.059 0.213
H -0.590 -0.919 -1.847 0.210
H -3.720 1.984 0.928 0.210
H -3.988 4.301 -2.120 0.214
H -4.441 2.890 -1.164 0.218
```